# C74H196N16O21

A 16-piece molecular cluster, C74H196N16O21 overall (the ωB97M-V functional and the def2-TZVPD basis, the OMol25 dataset).

Output
- Gap between HOMO and LUMO: 8.777 eV
- ΔE to the lowest compared entry with this formula, charge and spin: 133.0 kcal/mol
- HOMO energy: -8.27 eV
- Lowest unoccupied orbital energy: 0.510 eV
- Maximum force: 3.5 eV/Å
- Net charge: 0

XYZ file:
```
307
Properties=species:S:1:pos:R:3:forces:R:3
C 25.643307 16.413808 13.121976 -1.19 -1.52 -0.57
C 26.566028 17.216951 13.982284 -0.26 0.49 -0.17
C 27.995022 16.967130 13.495090 0.55 -0.19 -0.43
O 28.370777 15.576366 13.342679 -0.37 0.59 -0.18
C 29.466080 15.520046 12.444974 0.98 0.23 1.39
N 26.395930 18.638125 13.696172 -0.09 0.50 1.98
H 24.542224 16.590557 13.230921 1.00 -0.01 0.50
H 25.853102 15.325636 13.160659 -0.28 0.44 0.32
H 25.834768 16.670073 12.097616 0.21 0.29 -0.82
H 26.337120 17.046087 15.047195 0.64 -0.01 -0.45
H 28.797714 17.539125 14.014830 -0.72 -0.59 0.32
H 28.013145 17.417370 12.483657 -0.12 -0.18 0.11
H 29.259683 15.732806 11.418522 -0.67 0.56 -0.72
H 29.935415 14.541119 12.432006 -0.16 -0.32 0.44
H 30.201406 16.247220 12.832458 0.14 -0.30 -0.56
H 26.461827 18.869629 12.736327 0.04 -0.03 -1.21
H 25.538797 19.024785 14.070695 -0.13 -0.16 0.02
C 27.446622 25.488769 21.635922 -0.87 1.01 -1.19
C 26.224720 25.817514 20.764331 0.46 0.08 1.55
C 26.367434 25.361416 19.373174 0.65 -0.34 -1.16
O 25.374221 26.050381 18.651715 -0.06 0.21 0.29
C 24.824775 25.299332 17.607272 1.03 0.72 0.11
N 25.004001 25.133558 21.336489 -0.76 2.35 -1.56
H 27.627896 24.425914 21.556453 0.43 -0.20 0.28
H 27.154485 25.801499 22.627763 0.45 -0.16 0.52
H 28.260838 26.128670 21.252241 0.02 -0.64 0.44
H 26.173895 26.933998 20.650228 -0.43 -0.72 0.61
H 26.256233 24.275174 19.308222 -0.33 -0.12 0.04
H 27.362678 25.565593 18.926162 -0.23 0.21 0.32
H 24.443247 24.384891 18.016941 -0.90 -0.39 -0.16
H 25.602263 25.041407 16.913512 0.59 -0.35 -0.68
H 24.191320 26.000849 17.097228 -0.99 -0.30 -0.23
H 24.923180 25.273766 22.334473 0.37 0.10 0.25
H 24.246496 25.770305 20.957298 0.61 -1.40 0.51
C 15.830805 24.038289 13.345051 -1.79 -1.55 -0.62
C 17.024420 24.236466 12.449384 0.12 1.82 1.06
C 17.082394 25.774190 12.190373 1.33 -0.62 -0.84
O 16.226420 26.112594 11.111411 0.56 -1.77 0.64
C 16.054606 27.473153 10.957238 0.83 -0.79 -2.01
N 18.171146 23.683462 13.103648 1.81 -0.42 -0.54
H 15.602670 22.940602 13.536819 0.48 1.26 -0.14
H 14.924056 24.425974 12.819225 0.58 -0.05 0.61
H 15.978362 24.571954 14.299100 -0.08 -0.23 -0.31
H 17.012759 23.799957 11.484458 -0.75 -0.72 -1.00
H 18.154145 26.060853 11.993145 -0.72 -0.09 -0.15
H 16.789373 26.299709 13.081818 -0.25 0.44 0.62
H 15.176970 27.554912 10.354952 -0.47 0.60 -0.59
H 16.941385 27.916292 10.486612 -0.17 0.23 -0.11
H 15.903441 27.893268 11.876497 -0.52 1.57 2.49
H 18.311413 24.004549 14.055031 0.10 0.35 -0.23
H 19.053927 23.834455 12.554902 -0.96 -0.10 0.94
C 27.854278 19.361649 8.850420 1.18 -2.64 0.98
C 27.558881 20.405988 9.864871 -0.87 1.47 0.64
C 27.204446 21.708846 9.125461 0.56 0.39 -0.44
O 28.391053 22.278329 8.474315 -0.91 0.35 1.37
C 29.112108 23.141063 9.362889 -0.42 0.16 0.27
N 26.482817 19.940236 10.781637 0.67 -1.63 -1.84
H 28.521708 19.536632 8.005960 0.22 0.70 0.46
H 26.961624 18.981538 8.398807 -0.92 -0.12 -0.16
H 28.267806 18.498184 9.452786 -0.25 0.52 -0.91
H 28.434124 20.634427 10.519685 -0.38 -0.21 -0.57
H 26.863349 22.414996 9.887034 -0.34 0.23 -0.23
H 26.441578 21.580071 8.305112 0.64 -0.05 0.95
H 29.675851 22.639066 10.138386 0.53 -0.79 -0.13
H 28.507003 23.813133 10.025615 -0.26 -0.18 -1.12
H 29.776111 23.718438 8.731977 0.14 0.20 0.08
H 26.169336 20.490345 11.529226 -0.12 1.55 0.90
H 25.654174 19.541013 10.336922 0.30 0.21 -0.16
C 17.916204 19.245702 9.430757 -0.03 -0.83 -2.51
C 17.369696 20.195357 10.447709 1.27 -0.15 0.68
C 16.269939 19.586387 11.308836 -0.75 -1.02 -1.64
O 15.723026 20.584234 12.067754 -0.66 1.00 1.38
C 14.498189 20.204166 12.637828 -1.25 1.41 -0.04
N 18.549342 20.649407 11.224110 -0.55 -0.39 1.03
H 18.662239 19.805560 8.772014 -0.78 -0.97 1.07
H 17.111231 18.895386 8.713296 0.67 0.34 0.77
H 18.370596 18.305715 9.833393 -0.11 0.94 -0.07
H 17.064857 21.093446 9.940998 -0.91 0.25 -0.28
H 16.586464 18.728596 11.929905 0.50 0.23 -0.05
H 15.433947 19.142608 10.687071 0.81 0.34 0.00
H 13.715287 20.029475 11.863362 0.38 0.48 0.17
H 14.163348 21.004485 13.355573 0.33 -0.73 -0.88
H 14.507923 19.280604 13.166321 0.60 -0.95 0.76
H 18.673336 19.902338 11.904730 0.74 -0.24 0.00
H 18.290854 21.390973 11.875320 -0.17 0.37 -0.42
C 23.652199 19.999587 7.756275 -0.95 -1.39 -1.29
C 22.801424 20.342231 8.967699 1.22 0.10 1.02
C 21.358439 20.645763 8.645957 -1.66 -0.17 -0.18
O 21.282326 21.890860 7.967662 0.13 0.83 -0.67
C 20.011765 22.320883 7.474155 -0.40 -0.73 1.15
N 23.069420 19.325248 10.027962 -1.46 -1.47 0.05
H 23.201479 19.066276 7.300929 0.47 0.76 0.27
H 24.695468 19.741886 7.956048 -0.18 0.28 0.37
H 23.612471 20.763174 6.965488 -0.04 -0.07 0.39
H 23.217373 21.271608 9.350016 -0.04 0.33 0.29
H 20.747717 20.704019 9.579998 0.36 -0.26 -0.45
H 20.891307 19.904711 7.950175 0.36 -0.06 0.65
H 19.373693 21.474480 7.100928 0.66 0.66 0.13
H 20.141382 23.094691 6.736215 0.45 -0.13 -0.66
H 19.444219 22.857561 8.256538 0.02 -0.53 0.13
H 22.592971 18.431035 9.777342 0.74 0.67 -0.61
H 22.573042 19.420714 10.937938 0.46 1.28 -0.59
C 24.327485 25.285109 8.233831 -0.70 0.55 -0.16
C 25.716253 25.991170 8.017513 -0.75 -0.80 -2.80
C 26.323055 26.486721 9.286765 0.13 -1.56 0.75
O 25.393539 27.209882 10.015477 -0.47 0.88 -0.84
C 25.879499 27.956677 11.070881 -1.83 -1.43 2.66
N 26.661535 25.107819 7.275952 -1.86 -0.86 1.58
H 23.381771 25.918553 7.995825 1.85 -0.82 0.49
H 24.299327 25.007419 9.281833 -0.38 0.01 0.35
H 24.201622 24.333047 7.690960 0.39 0.54 -0.14
H 25.564092 26.811485 7.271982 0.00 -0.19 0.92
H 27.243628 26.989360 9.014769 0.29 0.62 0.33
H 26.576896 25.601086 9.922563 0.30 0.19 -0.48
H 26.067923 27.274651 11.995290 -0.39 0.93 -1.15
H 25.053819 28.661794 11.311975 0.84 -0.25 0.12
H 26.796161 28.437255 10.921090 1.39 1.01 -0.74
H 27.325153 25.580458 6.721581 0.95 0.23 -0.22
H 26.952980 24.268499 7.797307 0.25 0.83 -0.63
C 19.108690 22.076807 16.310349 -0.74 0.19 0.48
C 18.066428 21.063631 15.864093 0.78 -0.60 0.81
C 16.692082 21.529500 16.225768 -0.12 -1.35 0.36
O 15.844923 20.364534 16.376982 0.01 0.79 -1.03
C 14.503306 20.820948 16.297461 0.97 0.56 1.35
N 18.200815 20.647573 14.448073 0.06 0.68 0.95
H 18.972770 22.413519 17.385501 0.28 -0.60 -1.28
H 18.983465 22.926702 15.670626 0.22 0.91 -0.26
H 20.088768 21.674401 16.121540 0.55 -0.06 0.15
H 18.239085 20.198866 16.497496 0.00 -0.56 -0.05
H 16.337971 22.147423 15.419223 -0.42 0.51 -0.26
H 16.675186 22.049076 17.175989 0.05 0.47 0.25
H 14.454946 21.644004 15.600145 -0.54 0.02 -0.50
H 14.238545 21.208604 17.277001 -0.24 0.43 0.33
H 13.825925 20.029058 16.133748 -0.60 -1.04 -0.74
H 18.104136 21.495202 13.886805 0.11 0.07 -0.05
H 17.349859 20.139127 14.279246 -0.35 -0.53 -0.39
C 23.110876 15.905928 15.928322 -0.85 -2.99 0.69
C 21.655284 15.943070 16.514586 0.11 -1.27 -0.68
C 20.833351 14.733029 16.041442 0.35 -1.78 0.32
O 19.459803 14.898052 16.358711 -0.25 0.88 0.79
C 18.463785 13.972340 15.989414 0.29 -1.13 -0.67
N 21.700825 15.977891 17.953050 -1.81 1.03 1.31
H 23.261490 14.843425 15.478333 0.09 1.56 0.96
H 23.820529 16.076687 16.748655 -0.08 -0.20 -0.29
H 23.364439 16.557306 15.144609 -0.17 1.16 -0.88
H 21.035749 16.732622 16.112027 0.21 0.82 0.24
H 21.266973 13.816989 16.543397 -0.46 0.58 -0.34
H 20.962628 14.587630 14.978242 -0.10 -0.01 -0.66
H 18.451566 13.025671 16.573174 0.59 0.38 -0.16
H 18.551675 13.709292 14.913613 0.04 0.01 0.42
H 17.448480 14.355519 16.133938 0.49 0.68 0.08
H 22.376777 15.365257 18.411721 -0.60 0.02 -0.44
H 20.707631 15.935298 18.355376 2.36 -0.37 -0.63
C 15.423800 16.423283 18.096919 1.17 -0.15 0.42
C 14.937174 17.132508 16.855181 -1.74 -0.23 0.50
C 15.584811 16.733686 15.586858 -0.91 -0.03 -1.49
O 16.973624 16.813391 15.747958 0.19 0.04 -0.87
C 17.670477 16.835882 14.510173 -0.53 -0.55 -1.43
N 13.459033 16.998756 16.626518 -0.11 -1.21 0.67
H 14.770031 16.696525 18.943105 0.29 -0.30 -0.22
H 16.478357 16.754459 18.351707 -1.16 -0.46 -0.31
H 15.440697 15.319067 17.942295 -0.11 0.65 0.26
H 15.080502 18.191838 16.962896 0.33 0.53 0.20
H 15.133826 17.455360 14.820240 1.06 -0.72 0.55
H 15.198753 15.719716 15.245018 0.71 0.60 0.41
H 18.538879 17.489967 14.546881 -0.06 0.10 0.28
H 16.982511 17.187717 13.691848 0.59 0.03 0.69
H 18.016591 15.836816 14.136003 -0.28 0.57 0.70
H 13.009310 17.240205 17.517280 0.06 0.06 -0.47
H 13.189463 15.986832 16.505479 0.58 1.25 0.05
C 22.183457 15.323308 11.983605 -2.31 2.01 0.79
C 21.163247 16.117737 11.049631 0.49 -0.53 1.68
C 21.608855 15.896413 9.642544 -0.59 0.12 0.17
O 21.000392 16.870163 8.812052 -1.06 -0.87 -0.39
C 21.193886 16.676804 7.420915 1.56 -0.08 -0.20
N 19.773423 15.623820 11.205187 1.20 1.58 1.49
H 23.158325 15.664878 11.871513 1.75 1.25 -0.39
H 22.296219 14.331645 11.679719 -0.51 -2.00 -0.32
H 21.980759 15.412822 13.081476 -0.26 -0.25 -1.02
H 21.170667 17.211201 11.261092 -0.02 -0.69 0.19
H 21.294406 14.846719 9.551823 0.16 0.07 -1.33
H 22.661970 15.999378 9.553321 1.28 -0.13 -0.23
H 20.748093 17.531383 6.887531 0.43 -0.28 0.29
H 20.850760 15.750749 6.935493 -0.70 -0.04 0.76
H 22.300306 16.573549 7.278262 -0.56 0.68 -0.33
H 19.676248 14.670584 10.974504 0.07 -1.25 -0.36
H 19.240156 16.164605 10.573472 -0.97 0.45 -0.74
C 17.847736 27.509466 17.393103 0.96 -0.64 -2.36
O 19.078738 27.210486 16.669893 -0.58 -0.14 1.31
C 19.434161 25.826340 16.843586 -2.71 0.25 -1.02
C 20.662926 25.554955 16.063151 1.60 -0.48 1.72
N 20.457441 25.634998 14.642426 0.05 0.72 -0.75
C 21.659765 25.354137 13.837293 -0.14 -0.45 1.38
C 21.499058 25.489704 12.347685 -1.37 0.09 -1.53
O 21.119107 24.239313 11.770468 -0.30 -0.95 2.13
C 20.981341 24.186062 10.390992 2.14 1.19 -0.61
H 17.657648 28.554631 17.352284 0.07 0.90 -0.19
H 17.821914 27.204309 18.402945 0.40 -0.60 1.27
H 17.085042 26.989199 16.831657 -0.71 -0.14 0.10
H 18.552626 25.166961 16.513782 0.98 0.76 -0.14
H 19.486822 25.569326 17.878766 0.72 0.05 0.90
H 20.947203 24.516031 16.371083 0.06 0.60 -0.51
H 21.459776 26.250190 16.560105 -0.79 -0.86 -1.23
H 20.144756 26.577179 14.418751 -0.16 -0.09 0.09
H 21.919173 24.337334 14.155504 0.27 -0.06 -0.60
H 22.491847 25.980077 14.160162 0.25 0.30 0.03
H 22.444141 25.802632 11.848752 -0.50 0.14 0.35
H 20.643195 26.225089 12.101622 1.37 -0.54 0.35
H 20.929582 23.161402 10.005881 -0.22 0.20 0.48
H 21.974984 24.618797 10.018083 -1.45 -0.32 -0.43
H 20.120322 24.793167 10.113720 -0.05 0.07 -0.60
C 19.450521 23.666700 20.070885 1.49 -0.55 1.61
O 20.423966 23.590202 19.047536 -0.23 -0.01 -0.17
C 21.764795 23.747720 19.446368 1.43 0.24 -0.06
C 22.608594 22.679397 18.702724 -0.97 -1.89 1.90
N 21.931564 21.341521 18.697923 0.15 0.64 -0.42
C 21.837963 20.749102 20.030903 -0.36 -0.38 -1.09
C 21.248225 19.373449 19.957919 -0.11 -0.68 -0.13
O 19.876211 19.391206 19.665221 -0.82 -0.82 -0.21
C 19.422015 18.050823 19.370902 0.55 0.40 -0.40
H 18.709218 22.840276 20.065912 -0.08 0.95 -0.99
H 19.147055 24.717429 20.151974 -0.80 -0.46 0.11
H 19.967162 23.382381 21.022642 -0.27 0.60 -0.29
H 21.910134 23.689240 20.573797 -0.38 -0.21 -1.29
H 22.259941 24.707553 19.142391 -0.97 -0.13 0.24
H 23.482325 22.514233 19.357104 0.11 0.24 -0.54
H 22.948452 22.938953 17.708050 -0.30 0.20 -0.23
H 20.996017 21.357241 18.241711 1.00 0.27 0.66
H 21.241884 21.333677 20.723836 -0.08 0.31 0.44
H 22.820532 20.550685 20.445286 0.44 0.54 0.05
H 21.361512 18.919559 20.956557 0.31 -0.30 -0.27
H 21.705330 18.772858 19.144988 0.45 0.18 0.67
H 19.852984 17.688389 18.393246 -0.07 0.31 1.12
H 18.376241 18.157339 19.178725 -0.80 -0.08 0.15
H 19.596687 17.318044 20.215726 0.02 0.81 -0.85
C 25.138230 12.598833 14.462625 -0.20 -0.82 -1.68
O 26.123655 13.078303 15.311175 0.63 -0.33 0.14
C 27.403973 12.769253 14.746053 -0.71 -0.12 -0.60
C 28.509534 13.022378 15.713801 1.00 0.29 1.47
N 28.775350 14.364771 16.330886 -0.66 -2.03 -1.54
C 27.705315 14.825860 17.213005 0.54 -0.80 0.27
C 28.095896 16.156149 17.701189 0.16 1.42 2.82
O 27.616265 17.142762 16.849986 -0.06 0.79 -1.06
C 28.233312 18.405346 17.003897 1.46 -1.32 -0.25
H 24.173258 12.460247 14.955436 0.14 0.52 0.09
H 25.406142 11.591279 14.053737 -0.09 0.38 0.43
H 25.078544 13.223579 13.537482 -0.39 -0.11 0.64
H 27.537054 13.351108 13.787112 -0.13 -0.66 0.79
H 27.442779 11.642740 14.572144 -0.08 1.21 -0.25
H 29.408176 12.719763 15.152318 0.01 0.08 0.41
H 28.373814 12.313244 16.561815 0.19 0.33 -0.43
H 29.022947 14.960169 15.539480 -0.64 0.47 0.47
H 27.661187 14.151555 18.092824 0.29 0.06 -0.44
H 26.659038 14.853155 16.873983 0.36 0.05 -0.58
H 29.204122 16.274212 17.922109 -0.98 -0.33 -0.61
H 27.599880 16.321641 18.698715 0.36 -0.10 -0.42
H 29.354267 18.242227 16.843714 -1.19 0.61 0.42
H 28.007350 18.813481 17.973936 0.21 0.24 0.70
H 27.864008 19.087916 16.264200 -0.32 0.11 -0.56
C 23.862396 19.174465 16.755025 0.54 0.78 -0.31
O 23.330566 18.993904 15.445657 -1.30 0.32 1.19
C 21.891427 19.294360 15.468216 1.98 0.34 0.50
C 21.499139 19.226000 14.013787 -0.49 1.56 0.91
N 22.352040 20.012919 13.132812 -0.53 -0.35 0.06
C 22.419390 21.411806 13.458089 -2.36 1.06 0.31
C 23.415169 22.151422 12.644959 0.66 -2.04 -0.85
O 24.720541 21.720492 12.956599 1.06 0.06 0.74
C 25.209078 22.431521 14.097679 -0.11 -1.68 0.64
H 23.513219 18.429344 17.481277 0.03 -0.08 -0.22
H 23.631479 20.183815 17.175771 -0.09 -0.63 -0.37
H 24.940555 19.131569 16.602757 0.14 -0.29 0.38
H 21.805280 20.290796 15.972786 -0.22 -0.60 -0.60
H 21.372403 18.574514 16.116913 0.02 0.15 -0.30
H 20.464141 19.526774 13.985434 -0.53 0.32 -0.49
H 21.547432 18.223568 13.718520 0.13 -1.68 -0.60
H 23.254120 19.602086 13.209010 1.04 -0.17 0.03
H 22.368238 21.669158 14.555192 0.69 -0.29 -0.75
H 21.488787 21.855261 13.078766 -0.36 -0.07 0.22
H 23.295176 23.197299 12.672429 -0.02 1.46 0.39
H 23.275425 21.858379 11.598452 -0.12 0.01 0.03
H 24.478083 22.376103 14.956825 0.56 0.35 -0.84
H 25.392616 23.414441 13.732003 0.23 1.20 0.39
H 26.147301 21.957832 14.478144 -0.64 0.30 -0.59
C 35.821524 15.748376 10.398423 0.13 3.21 -0.14
O 34.548436 16.416117 10.527463 1.12 -0.91 0.52
C 33.973788 15.968105 11.743385 -0.88 1.79 -0.06
C 33.185469 17.177768 12.325256 1.26 -1.69 -0.02
N 32.358205 17.821931 11.353853 -1.06 0.53 0.44
C 31.908313 19.137662 11.877132 1.40 -0.48 -0.20
C 30.616999 19.066745 12.614311 -0.93 1.29 0.79
O 30.334370 20.386004 13.135105 0.84 -0.46 -0.23
C 29.135918 20.483318 13.884551 0.84 -0.31 0.16
H 36.640934 16.174656 11.070782 -1.01 0.08 -0.97
H 36.023301 15.846809 9.347463 0.74 -0.25 -0.29
H 35.734968 14.783392 10.729583 -0.29 -2.78 0.25
H 34.774249 15.600892 12.372566 0.01 0.31 0.76
H 33.301038 15.141313 11.609837 -0.48 -0.57 -0.53
H 33.921914 17.873250 12.705726 0.37 0.31 0.50
H 32.612722 16.755612 13.134384 -0.42 0.19 0.59
H 32.915475 17.947411 10.534589 0.19 0.20 -0.57
H 31.853276 19.851233 11.071737 -0.31 0.18 -0.45
H 32.693568 19.537024 12.545214 -0.28 0.02 0.05
H 30.639510 18.326558 13.435087 0.03 0.25 -0.27
H 29.790918 18.882646 11.947260 -0.31 -0.82 -0.43
H 29.207317 21.480979 14.329354 -0.32 -0.24 0.22
H 29.148285 19.676472 14.660106 -0.41 0.76 -0.47
H 28.245922 20.419932 13.249335 0.06 -0.23 0.18
```
Forces are in eV/Å.